Record 1
Formula: C3H2O4Rh
Source: the OMol25 dataset
Level of theory: the ωB97M-V functional and the def2-TZVPD basis

Geometry as XYZ:
```
10
Properties=species:S:1:pos:R:3:forces:R:3
H 1.917 1.668 -0.541 0.59 -0.88 1.16
C 2.129 0.376 -0.438 0.47 0.11 -1.69
C 0.905 0.655 -1.171 -1.09 -3.54 2.09
O -0.061 -0.078 -0.614 1.76 3.32 -4.54
C -1.406 0.276 -0.125 -4.87 2.38 -0.19
O -2.065 1.095 -0.702 1.78 -1.39 0.69
O -1.559 -0.453 0.890 0.37 -0.03 0.14
Rh 0.390 -1.170 1.007 -0.88 -3.35 3.31
O 2.077 -0.364 0.699 1.64 2.48 -1.67
H 2.936 0.142 -1.161 0.24 0.90 0.70
```
Positions in Å, forces in eV/Å.

The value obtained for the LUMO energy (alpha / beta) is -6.3 / -9.0 eV. The value obtained for the calculated total energy is -526.435305 Eh. As for the energy above the lowest of the compared OMol25 structures with the same formula, charge and spin: 108.98 kcal/mol. Its multiplicity is 5. For the frontier orbital gap (alpha / beta), the calculation gives 8.67 / 6.62 eV. As for the net charge: +1.

These are the Mulliken partial charges, in e, on atoms 1 to 6:
1 H 0.318
2 C 0.239
3 C 0.089
4 O -0.388
5 C 0.920
6 O -0.388


Record 2
Formula: C5H2BF4IIrN2S2
Source: the OMol25 dataset
Level of theory: the ωB97M-V functional and the def2-TZVPD basis

Geometry as XYZ:
```
18
Properties=species:S:1:pos:R:3:forces:R:3
Ir -0.280 -0.361 -0.794 -0.13 0.16 0.04
S 1.639 -0.351 0.228 0.25 0.07 0.07
C 2.190 1.307 0.159 -0.19 -0.17 -0.08
C 3.371 1.625 0.887 0.03 0.04 0.09
N 4.324 1.857 1.489 0.01 -0.01 -0.03
C 1.510 2.203 -0.594 0.06 0.05 0.00
S 0.105 1.723 -1.479 -0.08 -0.11 -0.05
C 1.946 3.557 -0.735 0.04 0.01 0.08
N 2.297 4.646 -0.849 -0.02 0.01 -0.04
I -2.137 1.661 1.548 0.09 0.02 -0.01
C -1.753 -0.184 0.536 -0.15 -0.09 -0.19
H -2.636 -0.400 -0.082 -0.06 0.09 0.11
H -1.700 -0.934 1.319 0.06 -0.04 -0.04
F -1.545 -4.584 -0.753 -0.01 0.01 -0.01
B -1.831 -3.318 -0.308 -0.05 0.01 -0.01
F -1.988 -3.244 1.062 0.01 -0.03 0.02
F -2.886 -2.725 -0.988 -0.03 0.03 -0.03
F -0.625 -2.477 -0.646 0.18 -0.05 0.07
```
Positions in Å, forces in eV/Å.

The value obtained for the LUMO energy is 1.5 eV. The value obtained for the calculated total energy is -1924.286933 Eh. As for the energy above the lowest of the compared OMol25 structures with the same formula, charge and spin: 3.42 kcal/mol. For the frontier orbital gap, the calculation gives 7.18 eV. As for the net charge: -1.

These are the Mulliken partial charges, in e, on atoms 1 to 6:
1 Ir 1.149
2 S -0.273
3 C 0.495
4 C -0.046
5 N -0.459
6 C 0.366


Record 3
Formula: C12H16N2O3S
Source: the OMol25 dataset
Level of theory: the ωB97M-V functional and the def2-TZVPD basis

Geometry as XYZ:
```
34
Properties=species:S:1:pos:R:3:forces:R:3
N -4.443 -1.735 -0.296 -0.32 -0.49 1.55
C -3.581 -0.601 -0.389 1.29 1.21 1.41
C -4.156 0.631 0.358 1.27 -0.66 2.42
S -5.662 1.201 -0.335 -1.86 -0.90 -0.29
C -2.169 -0.755 0.194 -0.32 -0.62 0.20
O -1.923 -1.391 1.209 -0.49 -0.04 -0.36
N -1.185 -0.101 -0.491 -1.89 -0.67 -0.54
C 0.050 0.037 0.176 1.31 0.46 -1.00
C 1.166 -0.616 -0.678 0.32 1.21 -1.88
C 2.625 -0.251 -0.419 1.36 0.40 -0.51
C 3.196 -0.525 0.803 -2.33 -0.79 2.33
C 4.502 -0.295 1.140 1.42 0.85 -0.84
C 5.353 0.189 0.173 -1.76 -0.32 -2.06
C 4.876 0.366 -1.161 2.13 0.66 1.32
C 3.545 0.248 -1.414 -1.96 -1.16 1.21
C 0.070 1.538 0.382 1.78 -2.58 0.73
O -0.017 2.323 -0.503 -0.27 1.47 -0.58
O 0.242 1.757 1.678 0.48 2.87 0.40
H -4.055 -2.523 -0.798 -0.02 -0.02 -0.06
H -4.503 -2.032 0.713 0.16 0.36 -1.36
H -3.426 -0.276 -1.374 -0.16 0.03 -1.80
H -3.413 1.500 0.558 -1.18 -1.39 -0.92
H -4.325 0.233 1.402 -0.02 0.57 -0.80
H -6.353 -0.049 -0.226 1.01 1.69 -0.19
H -1.439 0.659 -1.132 0.15 -0.66 0.26
H 0.031 -0.517 1.085 -0.33 0.10 0.85
H 1.075 -1.690 -0.510 -0.19 0.01 -0.23
H 0.903 -0.384 -1.773 0.52 -0.47 1.46
H 2.535 -0.880 1.658 0.69 0.25 -1.25
H 4.923 -0.421 2.107 -0.21 -0.30 0.87
H 6.346 0.480 0.296 1.53 0.03 0.78
H 5.712 0.670 -1.844 -1.53 -0.14 0.09
H 3.087 0.465 -2.329 -0.17 0.31 -1.54
H 0.416 2.744 1.742 -0.40 -1.26 0.32
```
Positions in Å, forces in eV/Å.

The value obtained for the LUMO energy is 0.5 eV. The value obtained for the calculated total energy is -1200.279242 Eh. As for the energy above the lowest of the compared OMol25 structures with the same formula, charge and spin: 32.98 kcal/mol. The SMILES is N[C@@H](CS)C(=O)N[C@@H](Cc1ccccc1)C(=O)O. For the frontier orbital gap, the calculation gives 9.45 eV.

These are the Mulliken partial charges, in e, on atoms 1 to 6:
1 N -0.593
2 C -0.180
3 C -0.646
4 S -0.241
5 C 0.423
6 O -0.673


Record 4
Formula: C6H9NO4
Source: the OMol25 dataset
Level of theory: the ωB97M-V functional and the def2-TZVPD basis

Geometry as XYZ:
```
20
Properties=species:S:1:pos:R:3:forces:R:3
C 1.404 0.714 -1.263 -0.59 0.75 0.35
C 1.279 0.724 0.077 -0.02 -0.85 -2.54
C 0.081 1.309 0.688 -3.24 -1.97 -0.30
C -1.405 0.664 0.594 -0.55 1.53 1.22
C 2.347 0.185 0.972 0.49 2.67 0.15
C -2.571 -1.381 -0.246 -0.99 -0.17 0.70
N 0.332 2.419 1.354 -0.15 -1.95 -1.48
O 1.471 2.856 1.310 -0.08 1.60 1.08
O -0.595 3.085 2.042 0.50 1.81 1.05
O -2.394 1.222 1.133 2.49 -1.38 -1.24
O -1.463 -0.508 -0.080 1.79 1.64 0.40
H 2.354 0.421 -1.701 -0.27 -0.26 -0.10
H 0.629 1.152 -1.939 0.75 -0.47 0.69
H 3.093 -0.421 0.488 -0.20 -0.66 -0.22
H 2.912 1.142 1.240 -0.61 -1.48 0.48
H 1.816 -0.246 1.805 0.60 -0.41 0.61
H -3.324 -1.230 0.567 0.40 0.13 -0.88
H -2.160 -2.398 -0.101 -0.19 0.54 -0.35
H -2.999 -1.262 -1.273 0.30 -0.04 1.02
H -1.459 2.655 2.028 -0.44 -1.04 -0.66
```
Positions in Å, forces in eV/Å.

The value obtained for the LUMO energy is 0.1 eV. The value obtained for the calculated total energy is -589.577243 Eh. As for the energy above the lowest of the compared OMol25 structures with the same formula, charge and spin: 130.89 kcal/mol. For the frontier orbital gap, the calculation gives 9.18 eV.

These are the Mulliken partial charges, in e, on atoms 1 to 6:
1 C -1.047
2 C 0.753
3 C -0.102
4 C 0.798
5 C -1.282
6 C -0.648